No. 1
Below is C15H17N5W as an isolated structure at a distorted geometry, with properties calculated with ωB97M-V/def2-TZVPD.

The geometry in XYZ format:
```
38
Properties=species:S:1:pos:R:3:mulliken_spin:R:1
C -5.5470 0.2992 0.5340 0.00
C -5.5470 1.6019 -0.2717 0.00
H -5.7352 -0.5659 -0.1111 0.00
H -6.3221 0.3117 1.3080 0.00
H -4.5837 0.1403 1.0308 0.00
H -4.6724 1.6619 -0.9287 0.00
H -6.4408 1.6795 -0.9003 0.00
H -5.5278 2.4762 0.3880 0.00
C 1.0744 -2.9395 0.3060 -0.05
C 1.9407 -3.9849 0.0074 0.01
C 3.0289 -3.7386 -0.8283 0.00
C 3.2108 -2.4569 -1.3344 0.00
H 0.2067 -3.0610 0.9502 0.01
H 1.7594 -4.9695 0.4253 0.00
H 3.7262 -4.5308 -1.0830 0.00
H 4.0509 -2.2452 -1.9859 0.00
N 1.2466 -1.6999 -0.1810 -0.10
C 2.3032 -1.4476 -0.9962 -0.03
C 2.4121 -0.0630 -1.4816 0.02
N 1.4415 0.7998 -1.0577 0.11
C 1.4900 2.0810 -1.4704 0.01
C 3.4795 1.6945 -2.7478 0.01
C 2.4834 2.5660 -2.3087 -0.01
H 0.6952 2.7200 -1.1032 0.00
H 2.4694 3.6088 -2.6069 0.00
C 3.4370 0.3715 -2.3271 0.00
H 4.1994 -0.3260 -2.6539 0.00
H 4.2730 2.0376 -3.4040 0.00
W 0.0000 0.0000 0.1897 2.08
C -1.0200 1.7557 0.3837 -0.09
H -1.3183 2.0508 -0.6309 0.00
H -0.3106 2.4774 0.8095 0.03
H -1.9031 1.6949 1.0193 0.02
N 0.0000 0.0000 2.1897 -0.04
C 0.0000 -0.3787 3.3925 0.04
N 0.0000 -0.8202 4.7946 -0.01
C 0.0000 0.1733 5.8780 0.01
N 0.0000 1.0256 6.8074 -0.01
```

Output
**Total charge**: +2
**Multiplicity**: 3
**E_HOMO (alpha / beta)**: -15.30 / -15.45 eV
**Electronic energy**: -25083.891 eV
**Lowest unoccupied orbital energy (alpha / beta)**: -10.2 / -9.6 eV

No. 2
Below is a 2-piece molecular cluster, C15H18 overall at a distorted geometry, with properties calculated with ωB97M-V/def2-TZVPD.

The geometry in XYZ format:
```
33
Properties=species:S:1:pos:R:3:mulliken_charge:R:1
C -1.6359 -1.2533 -4.0055 -1.19
C -0.5938 -0.6054 -2.9883 -0.41
C -1.4610 0.3665 -2.1795 0.45
C -2.4388 -0.0452 -1.2956 -0.17
C -3.1644 0.8997 -0.6008 -0.50
C -2.9101 2.2350 -0.7413 -0.23
C -1.9044 2.7654 -1.6714 -0.75
C -1.2545 1.7312 -2.4116 -0.40
H -1.4052 -1.0777 -5.0103 0.37
H -2.6597 -0.8948 -4.0021 0.37
H -1.7122 -2.3325 -3.7909 0.29
H -0.0455 -1.4010 -2.3321 0.26
H 0.1807 0.0417 -3.5287 0.29
H -2.6220 -1.0782 -0.9693 0.32
H -3.8645 0.4050 0.1078 0.28
H -3.5366 2.9942 -0.1716 0.27
H -1.5054 3.7937 -1.6832 0.36
H -0.6902 1.9836 -3.2202 0.39
C 1.1221 -0.1298 4.4609 -1.14
C 1.8672 -0.5323 3.2250 0.64
C 1.7102 -1.7644 2.6975 -0.25
C 2.3054 -2.2429 1.4562 -0.43
C 3.0196 -1.3484 0.7024 -0.63
C 3.1412 -0.0207 1.2628 -0.44
C 2.5104 0.3684 2.4794 -0.45
H 0.9217 -0.9027 5.3368 0.31
H 0.2601 0.4770 4.0082 0.25
H 1.7557 0.6287 5.0464 0.30
H 0.9407 -2.4611 3.0410 0.27
H 2.1717 -3.3419 1.3746 0.33
H 3.5316 -1.5119 -0.2352 0.42
H 3.7260 0.7384 0.9177 0.47
H 2.6734 1.3966 2.7699 0.34
```

Output
**Total charge**: 0
**Relative energy (zero: lowest compared OMol25 entry of this formula, charge and spin)**: 2.525 eV
**Multiplicity**: 1
**SMILES**: CCc1ccccc1.Cc1ccccc1
**E_HOMO**: -8.76 eV
**Electronic energy**: -15844.454 eV
**Lowest unoccupied orbital energy**: 0.8 eV

No. 3
Below is C15H18AuINO3S as an isolated structure at a distorted geometry, with properties calculated with ωB97M-V/def2-TZVPD.

The geometry in XYZ format:
```
40
Properties=species:S:1:pos:R:3:mulliken_spin:R:1
Au 1.6287 -2.0285 0.7083 0.00
C -2.4008 6.7706 -1.3780 0.00
C -1.7799 6.9337 -0.0203 0.00
O -0.7779 7.6037 0.1936 0.00
S -2.5954 6.0553 1.2707 0.00
C -1.7438 4.4956 1.1495 0.00
C -0.3614 4.4101 1.3465 0.00
C 0.2952 3.1822 1.2207 0.00
C -0.4282 2.0283 0.9026 0.00
C -1.8136 2.1084 0.7260 0.00
C -2.4686 3.3371 0.8528 0.00
C 0.2463 0.7717 0.7487 0.01
C 0.8048 -0.2733 0.6076 0.03
H -1.8740 7.4082 -2.0941 0.00
H -3.4511 7.0738 -1.3559 0.00
H -2.3145 5.7326 -1.7107 0.00
H 0.2191 5.2980 1.5943 0.00
H 1.3728 3.1373 1.3692 0.00
H -2.3921 1.2180 0.4857 -0.01
H -3.5467 3.3791 0.7116 0.00
N 2.2061 -3.9438 -1.4108 0.00
C 2.5894 -4.3977 -0.1934 0.21
O 2.4181 -3.7105 0.8048 0.02
C 3.2348 -5.7465 -0.0563 0.19
I 1.9029 -7.2908 -0.6998 0.54
H 1.7641 -3.0197 -1.5182 -0.03
H 2.3541 -4.5172 -2.2541 0.01
H 3.5016 -5.9435 1.0041 -0.02
H 4.1613 -5.7801 -0.6668 0.01
C -0.3569 -4.9679 0.1595 0.05
O 0.5854 -3.9066 0.2291 0.14
C 0.0945 -2.8090 -0.3445 0.92
C -0.4335 -1.5971 -0.9717 -0.11
H -1.2773 -4.7087 0.6944 -0.01
H 0.0824 -5.8475 0.6390 0.00
H -0.5831 -5.2217 -0.8823 -0.01
H -1.2720 -1.8372 -1.6318 0.01
H 0.3385 -1.1014 -1.5670 0.03
H -0.7865 -0.8915 -0.2142 0.04
H 2.8571 -1.4036 1.5513 -0.04
```

Output
**Total charge**: -1
**Relative energy (zero: lowest compared OMol25 entry of this formula, charge and spin)**: 2.542 eV
**Multiplicity**: 3
**E_HOMO (alpha / beta)**: -1.05 / -3.92 eV
**Electronic energy**: -46095.765 eV
**Lowest unoccupied orbital energy (alpha / beta)**: 2.1 / 2.1 eV

No. 4
Below is C15H18BBrCaClCsF8N6O16P as an isolated structure at a distorted geometry, with properties calculated with ωB97M-V/def2-TZVPD.

The geometry in XYZ format:
```
69
Properties=species:S:1:pos:R:3:mulliken_charge:R:1
N -2.6469 -3.7371 2.8878 -0.22
C -2.5952 -3.3729 1.7913 0.37
O -2.3543 -2.5630 0.7096 -0.31
N -1.6408 -3.2967 -0.2183 -0.37
C -0.2685 -3.2818 -0.2703 1.11
N 0.7270 -2.5798 0.5200 -0.82
C 1.8391 -3.0129 -0.1142 0.73
O 3.0782 -2.6837 0.0879 -0.37
C 3.7886 -3.0434 1.3480 -0.29
O 4.5357 -3.9427 1.2871 -0.39
C 3.5157 -2.1557 2.5113 0.73
C 2.5411 -2.5573 3.4052 -0.33
C 2.2806 -1.7414 4.4906 -0.61
C 2.9714 -0.5621 4.6439 -0.61
C 3.9436 -0.1661 3.7424 -0.56
C 4.2306 -0.9766 2.6541 -0.23
N 1.6148 -3.8466 -1.1191 -0.02
N 0.2909 -4.0160 -1.2419 -0.05
H -2.1266 -3.8617 -0.9065 0.07
H 2.0161 -3.4914 3.2456 0.53
H 1.5042 -2.0853 5.1690 0.58
H 2.7505 0.0876 5.4848 0.40
H 4.4811 0.7653 3.8463 0.43
H 4.9675 -0.7054 1.9103 0.47
H 2.3615 -4.2445 -1.6702 0.29
H -0.1689 -4.5879 -1.9328 0.18
B 1.3462 1.0333 -1.0766 0.64
F 0.5742 -0.0151 -1.7060 -0.48
F 2.5913 1.0807 -1.6822 -0.33
F 0.6691 2.2353 -1.2241 -0.37
F 1.4825 0.7333 0.3098 -0.42
C -0.9783 3.8227 0.7431 -0.74
N -1.2725 5.0502 1.5406 0.97
O -2.3143 5.6297 1.3772 -0.50
O -0.3960 5.3742 2.3311 -0.58
H -1.8173 3.6312 0.0833 0.36
H -0.0739 4.0000 0.1730 0.18
H -0.8438 3.0103 1.4523 0.30
F -3.2267 -5.8367 2.7180 -0.86
Cs -1.1208 -0.9904 -0.0503 1.04
O 2.6327 3.6965 2.0157 -0.63
H 1.9604 3.3908 1.3978 0.31
H 2.1497 4.3196 2.5713 0.33
Ca 1.1881 -2.9857 7.1028 0.04
C -1.4326 0.5959 -5.1609 -0.87
C -2.0028 1.7866 -5.9044 -0.27
O -2.6603 1.3315 -7.0958 -0.27
C -3.8836 0.8354 -6.9340 0.19
O -4.4666 0.6700 -5.9064 -0.50
C -4.4311 0.3842 -8.3117 0.89
F -3.4842 -0.3242 -8.9832 -0.28
F -4.7999 1.3745 -9.1086 -0.23
F -5.4849 -0.4276 -8.1509 -0.27
H -0.7978 0.0133 -5.8341 0.28
H -0.8338 0.8971 -4.2996 0.26
H -2.2236 -0.0719 -4.8155 0.28
H -1.2064 2.4479 -6.2396 0.33
H -2.6819 2.3804 -5.2937 0.29
O 3.6578 -6.6504 4.1648 -0.64
Cl 4.1218 -6.3995 5.5099 1.61
O 5.5450 -6.1509 5.4939 -0.65
O 3.8322 -7.5304 6.3527 -0.66
O 3.4437 -5.2223 6.0304 -0.56
Br -5.1444 3.5726 -6.7876 -0.84
O -4.6462 10.2940 2.3758 -0.58
P -3.8465 9.0097 2.1740 1.00
O -2.7909 9.1597 1.0846 -0.50
O -4.8228 7.8881 1.8281 -0.45
O -3.1480 8.6155 3.4734 -0.47
```

Output
**Total charge**: -3
**Multiplicity**: 1
**E_HOMO**: -0.64 eV
**Electronic energy**: -190787.063 eV
**Lowest unoccupied orbital energy**: 2.0 eV

Repeat the third record exactly.
Below is C15H18AuINO3S as an isolated structure at a distorted geometry, with properties calculated with ωB97M-V/def2-TZVPD.

The geometry in XYZ format:
```
40
Properties=species:S:1:pos:R:3:mulliken_spin:R:1
Au 1.6287 -2.0285 0.7083 0.00
C -2.4008 6.7706 -1.3780 0.00
C -1.7799 6.9337 -0.0203 0.00
O -0.7779 7.6037 0.1936 0.00
S -2.5954 6.0553 1.2707 0.00
C -1.7438 4.4956 1.1495 0.00
C -0.3614 4.4101 1.3465 0.00
C 0.2952 3.1822 1.2207 0.00
C -0.4282 2.0283 0.9026 0.00
C -1.8136 2.1084 0.7260 0.00
C -2.4686 3.3371 0.8528 0.00
C 0.2463 0.7717 0.7487 0.01
C 0.8048 -0.2733 0.6076 0.03
H -1.8740 7.4082 -2.0941 0.00
H -3.4511 7.0738 -1.3559 0.00
H -2.3145 5.7326 -1.7107 0.00
H 0.2191 5.2980 1.5943 0.00
H 1.3728 3.1373 1.3692 0.00
H -2.3921 1.2180 0.4857 -0.01
H -3.5467 3.3791 0.7116 0.00
N 2.2061 -3.9438 -1.4108 0.00
C 2.5894 -4.3977 -0.1934 0.21
O 2.4181 -3.7105 0.8048 0.02
C 3.2348 -5.7465 -0.0563 0.19
I 1.9029 -7.2908 -0.6998 0.54
H 1.7641 -3.0197 -1.5182 -0.03
H 2.3541 -4.5172 -2.2541 0.01
H 3.5016 -5.9435 1.0041 -0.02
H 4.1613 -5.7801 -0.6668 0.01
C -0.3569 -4.9679 0.1595 0.05
O 0.5854 -3.9066 0.2291 0.14
C 0.0945 -2.8090 -0.3445 0.92
C -0.4335 -1.5971 -0.9717 -0.11
H -1.2773 -4.7087 0.6944 -0.01
H 0.0824 -5.8475 0.6390 0.00
H -0.5831 -5.2217 -0.8823 -0.01
H -1.2720 -1.8372 -1.6318 0.01
H 0.3385 -1.1014 -1.5670 0.03
H -0.7865 -0.8915 -0.2142 0.04
H 2.8571 -1.4036 1.5513 -0.04
```

Output
**Total charge**: -1
**Relative energy (zero: lowest compared OMol25 entry of this formula, charge and spin)**: 2.542 eV
**Multiplicity**: 3
**E_HOMO (alpha / beta)**: -1.05 / -3.92 eV
**Electronic energy**: -46095.765 eV
**Lowest unoccupied orbital energy (alpha / beta)**: 2.1 / 2.1 eV

Q: Which value of total charge does entry 3 give?
A: -1

Q: The lowest total charge belongs to which entry?
A: C15H18BBrCaClCsF8N6O16P